(1)
Entry from OMol25: a 8-piece molecular cluster, C16H48O16 overall (the ωB97M-V functional and the def2-TZVPD basis).

As for the charge: 0. As for the HOMO-LUMO gap: 10.010 eV. The value obtained for the LUMO energy is 0.39 eV.

XYZ file:
```
80
C16H48O16, DFT the ωB97M-V functional and the def2-TZVPD basis
C -0.0638 1.9770 -5.0692
H -2.0927 -4.6879 2.0653
H 3.4359 -3.2584 -6.1819
H 5.3060 0.3132 1.2890
H -4.1815 -3.4387 -0.8642
C 0.7686 3.8561 1.9484
H 2.5520 4.8926 1.0251
O -1.1278 -0.5817 3.1811
C 2.8289 -2.4470 -4.5173
H 3.2533 -3.3254 -4.0257
C 0.1070 3.3150 -5.8106
H -3.3736 -0.7267 1.4724
O 1.3292 4.4428 3.1241
H -0.1250 -1.6161 -0.4274
O 1.0909 1.6523 -4.3127
O -0.5888 4.3922 -5.1677
H -1.2886 -3.1137 5.4398
C -0.5284 -0.5999 -0.4302
H -2.5858 -4.8200 -0.5029
H -0.7616 5.0257 -5.8686
H -0.3770 3.1944 -6.7825
C -0.8584 -1.8542 3.7032
O -4.1990 -0.2345 3.2622
O -4.1143 2.4996 2.0928
H -0.3035 1.3343 -1.4287
H 1.3122 2.9942 1.5623
C -2.5626 -3.9046 0.0995
H 2.9505 -0.7653 -2.4534
H 0.2880 5.8628 1.1650
H 0.0555 4.4799 0.0058
O -4.0554 -5.1955 1.4941
C 3.5756 -1.1345 -4.2491
H -4.9981 0.1720 3.6063
H -1.0221 0.0529 -2.3638
H -2.8646 1.6027 0.7404
C 3.7061 -0.9253 2.1984
H 4.5490 -1.0316 -4.7242
O 2.7713 -2.6056 -5.9476
H 1.3327 3.7360 3.7778
H 0.2247 -1.9603 3.8599
C -3.2795 1.4088 1.7374
H 5.6210 0.2823 3.7598
H 2.9618 -0.3059 -4.6113
O -0.0090 0.1067 0.7054
H -3.9955 -5.5879 2.3723
O 1.0961 0.0087 -2.0937
H -0.2614 3.5806 2.2051
H 1.3957 2.4687 -3.8953
H -4.9201 -0.0195 1.3315
H -0.9914 2.0468 -4.4903
C -2.9509 -4.2827 1.5142
H -1.0771 -2.6641 2.9986
O 2.8905 -0.9354 1.0247
H -3.1783 -3.4077 2.1344
H -2.4142 1.3868 2.4008
H 1.2829 0.6782 -2.7834
H 0.9567 0.1387 0.7135
H -1.5600 -3.5204 -0.0908
C -3.9888 0.0682 1.9017
O 3.8115 -0.9705 -2.8417
C 4.5197 0.3610 2.0404
C 0.6440 4.8916 0.8237
O 1.9899 5.0386 0.2555
H 3.7994 1.0991 1.6876
H -0.8771 -0.5110 2.2461
H 1.1764 3.5336 -5.8605
H 3.1039 -0.9801 3.1031
O 5.0100 0.8474 3.2841
H 4.4336 -1.7423 2.1721
C -1.5397 -2.1260 5.0512
O -2.9554 -2.1744 4.9892
H 1.7956 -2.4297 -4.1637
H 2.7947 -1.8004 0.6191
H -3.2956 -1.2754 4.8720
H -0.3070 1.2317 -5.8245
H -1.1199 -1.4257 5.7794
C -0.2232 0.2652 -1.6333
H -4.6420 2.7571 1.3337
O -3.4540 -2.9446 -0.4754
H -1.6078 -0.6646 -0.2782
```

Which charges does Löwdin predict for the atoms? In e, they are: atom 1 (C): -0.21, atom 2 (H): 0.11, atom 3 (H): 0.08, atom 4 (H): 0.12, atom 5 (H): 0.09, atom 6 (C): -0.25, atom 7 (H): 0.06, atom 8 (O): -0.07, atom 9 (C): -0.23, atom 10 (H): 0.12, atom 11 (C): -0.22, atom 12 (H): 0.10, atom 13 (O): -0.06, atom 14 (H): 0.12, atom 15 (O): -0.08, atom 16 (O): -0.07, atom 17 (H): 0.11, atom 18 (C): -0.19, atom 19 (H): 0.12, atom 20 (H): 0.08, atom 21 (H): 0.12, atom 22 (C): -0.25, atom 23 (O): -0.06, atom 24 (O): -0.06, atom 25 (H): 0.12, atom 26 (H): 0.11, atom 27 (C): -0.23, atom 28 (H): 0.04, atom 29 (H): 0.12, atom 30 (H): 0.11, atom 31 (O): -0.06, atom 32 (C): -0.23, atom 33 (H): 0.10, atom 34 (H): 0.12, atom 35 (H): 0.12, atom 36 (C): -0.21, atom 37 (H): 0.12, atom 38 (O): -0.08, atom 39 (H): 0.09, atom 40 (H): 0.11, atom 41 (C): -0.24, atom 42 (H): 0.08, atom 43 (H): 0.10, atom 44 (O): -0.10, atom 45 (H): 0.09, atom 46 (O): -0.09, atom 47 (H): 0.12, atom 48 (H): 0.11, atom 49 (H): 0.12, atom 50 (H): 0.12, atom 51 (C): -0.25, atom 52 (H): 0.10, atom 53 (O): -0.08, atom 54 (H): 0.11, atom 55 (H): 0.10, atom 56 (H): 0.05, atom 57 (H): 0.07, atom 58 (H): 0.10, atom 59 (C): -0.23, atom 60 (O): -0.09, atom 61 (C): -0.23, atom 62 (C): -0.19, atom 63 (O): -0.10, atom 64 (H): 0.11, atom 65 (H): 0.04, atom 66 (H): 0.12, atom 67 (H): 0.12, atom 68 (O): -0.07, atom 69 (H): 0.12, atom 70 (C): -0.24, atom 71 (O): -0.07, atom 72 (H): 0.11, atom 73 (H): 0.09, atom 74 (H): 0.06, atom 75 (H): 0.12, atom 76 (H): 0.12, atom 77 (C): -0.23, atom 78 (H): 0.08, atom 79 (O): -0.07, atom 80 (H): 0.11

***

(2)
Entry from OMol25: a 8-piece molecular cluster, C16H48O16 overall (the ωB97M-V functional and the def2-TZVPD basis).

As for the charge: 0. As for the HOMO-LUMO gap: 9.685 eV. The value obtained for the LUMO energy is 0.02 eV.

XYZ file:
```
80
C16H48O16, DFT the ωB97M-V functional and the def2-TZVPD basis
O -21.6667 -3.4594 8.8174
C -17.3298 -5.8129 10.5070
C -15.8855 -1.8129 17.8105
H -17.1296 -1.5947 16.1342
H -27.6606 -5.5173 13.3849
H -19.8801 -2.2728 7.6129
O -13.4328 -1.2543 12.5169
H -17.6897 -6.1583 9.5393
H -17.6028 -1.9323 13.5584
C -26.9038 -4.1656 14.6799
H -15.7333 -4.5169 9.9752
H -21.1157 -4.4433 14.5333
C -17.2921 -1.7812 17.1953
H -19.3791 -3.2769 12.8989
H -21.3204 0.7071 12.9442
H -21.1520 -7.6127 12.3808
H -19.1740 -8.1833 15.0929
H -13.9733 1.5574 11.3143
H -15.4709 -0.6866 12.4469
H -24.1154 2.4626 14.2910
O -24.1439 1.5573 14.6099
O -14.6645 1.6740 11.9752
H -26.7073 -4.5021 15.7001
H -14.8794 1.2857 13.9679
C -19.2497 -2.8570 13.9028
H -20.9396 -1.5511 14.2512
O -18.1007 -0.7217 17.6606
H -20.7921 -1.9823 9.9101
H -18.5853 -2.2763 8.8329
H -15.4026 -2.7538 17.5492
H -19.0730 -8.8805 12.9020
C -25.7126 -3.2603 14.3060
H -22.2796 -3.9055 9.4102
O -15.9598 -1.8397 19.2409
H -27.8464 -3.6192 14.6003
H -13.4767 -1.4606 11.5818
O -18.4754 -1.6545 13.8646
O -19.8591 -6.5781 13.6007
C -20.5730 -2.5291 14.5594
O -26.8805 -5.3629 13.9164
H -22.2374 1.3292 15.1953
H -15.2827 -0.9533 17.5176
C -14.5445 -0.5221 13.0095
H -25.3676 -3.4358 13.2838
H -13.2197 1.1365 13.4328
H -22.9819 -0.1170 14.4541
H -23.8784 -3.7971 14.7068
H -22.8687 0.8047 12.2027
H -14.7992 -0.9890 13.9704
H -17.8353 -2.7066 17.3898
C -19.9641 -8.9510 13.5407
H -21.5510 -7.6490 14.1543
H -20.5210 -9.8468 13.2608
H -18.6712 -3.6280 14.4251
C -22.2647 1.2508 12.9999
C -20.7650 -7.6701 13.4028
O -16.4495 -3.7985 11.6865
H -15.9424 -0.9422 19.5806
C -20.5208 -2.9681 9.5141
O -19.0511 -4.0823 7.8928
O -18.4003 -5.8671 11.4742
H -20.2031 -3.5973 10.3527
H -20.6324 -2.4889 15.6529
H -19.1208 -5.3607 11.0673
O -21.5209 -3.5912 14.3321
H -25.9613 -2.1943 14.3535
H -16.0668 -4.4781 12.2536
O -24.6435 -3.5222 15.2228
H -22.9112 3.1029 12.9114
C -22.8581 0.9637 14.3738
H -16.5960 -6.4815 10.9642
C -14.2514 0.9589 13.1335
C -16.7297 -4.4106 10.4274
H -19.8590 -4.6101 7.8438
C -19.4410 -2.8267 8.4460
H -17.2869 -3.7403 9.7803
H -18.4338 -0.9008 18.5431
O -22.0963 2.6322 12.7302
H -19.2968 -6.3936 12.8218
O -19.4405 -9.0888 14.8678
```

Which charges does Löwdin predict for the atoms? In e, they are: atom 1 (O): -0.06, atom 2 (C): -0.18, atom 3 (C): -0.23, atom 4 (H): 0.10, atom 5 (H): 0.08, atom 6 (H): 0.12, atom 7 (O): -0.07, atom 8 (H): 0.12, atom 9 (H): 0.06, atom 10 (C): -0.23, atom 11 (H): 0.12, atom 12 (H): 0.07, atom 13 (C): -0.25, atom 14 (H): 0.10, atom 15 (H): 0.11, atom 16 (H): 0.12, atom 17 (H): 0.08, atom 18 (H): 0.08, atom 19 (H): 0.12, atom 20 (H): 0.06, atom 21 (O): -0.07, atom 22 (O): -0.06, atom 23 (H): 0.12, atom 24 (H): 0.12, atom 25 (C): -0.24, atom 26 (H): 0.10, atom 27 (O): -0.06, atom 28 (H): 0.12, atom 29 (H): 0.11, atom 30 (H): 0.12, atom 31 (H): 0.11, atom 32 (C): -0.23, atom 33 (H): 0.09, atom 34 (O): -0.08, atom 35 (H): 0.11, atom 36 (H): 0.08, atom 37 (O): -0.08, atom 38 (O): -0.11, atom 39 (C): -0.20, atom 40 (O): -0.08, atom 41 (H): 0.12, atom 42 (H): 0.12, atom 43 (C): -0.26, atom 44 (H): 0.12, atom 45 (H): 0.12, atom 46 (H): 0.11, atom 47 (H): 0.05, atom 48 (H): 0.12, atom 49 (H): 0.11, atom 50 (H): 0.12, atom 51 (C): -0.25, atom 52 (H): 0.12, atom 53 (H): 0.12, atom 54 (H): 0.12, atom 55 (C): -0.25, atom 56 (C): -0.22, atom 57 (O): -0.07, atom 58 (H): 0.08, atom 59 (C): -0.22, atom 60 (O): -0.07, atom 61 (O): -0.10, atom 62 (H): 0.10, atom 63 (H): 0.13, atom 64 (H): 0.08, atom 65 (O): -0.09, atom 66 (H): 0.11, atom 67 (H): 0.09, atom 68 (O): -0.08, atom 69 (H): 0.07, atom 70 (C): -0.23, atom 71 (H): 0.13, atom 72 (C): -0.25, atom 73 (C): -0.22, atom 74 (H): 0.08, atom 75 (C): -0.24, atom 76 (H): 0.09, atom 77 (H): 0.08, atom 78 (O): -0.05, atom 79 (H): 0.03, atom 80 (O): -0.08

***

Relative stability in hartree, measured from the most stable structure: (1) 0.0000; (2) 0.0131

***

(1)
Entry from OMol25: a 2-piece molecular cluster, CH3Br3OSi overall (the ωB97M-V functional and the def2-TZVPD basis).

As for the charge: 0. As for the HOMO-LUMO gap (alpha / beta): 8.966 / 4.391 eV. The value obtained for the LUMO energy (alpha / beta) is -1.65 / -3.51 eV.

XYZ file:
```
9
CH3Br3OSi, DFT the ωB97M-V functional and the def2-TZVPD basis
Br 2.8435 -0.7603 0.1903
H -0.9000 -1.1091 -1.1545
H -1.7756 0.0265 -0.2694
Br -0.7269 -2.5860 2.9343
C -0.9907 -0.0829 -0.9780
Si 1.1751 0.6142 0.6163
Br 1.8300 2.6891 0.9675
H -1.4427 0.4980 -1.9252
O -0.0127 0.7105 -0.3812
```

Which charges does Löwdin predict for the atoms? In e, they are: atom 1 (Br): 0.33, atom 2 (H): 0.07, atom 3 (H): 0.07, atom 4 (Br): -0.15, atom 5 (C): -0.12, atom 6 (Si): -0.29, atom 7 (Br): 0.35, atom 8 (H): 0.14, atom 9 (O): -0.39

***

(2)
Entry from OMol25: a 2-piece molecular cluster, CH3Br3OSi overall (the ωB97M-V functional and the def2-TZVPD basis).

As for the charge: 0. As for the HOMO-LUMO gap: 6.412 eV. The value obtained for the LUMO energy is -2.28 eV.

XYZ file:
```
9
CH3Br3OSi, DFT the ωB97M-V functional and the def2-TZVPD basis
Si 2.8342 0.3692 0.0877
O 1.3215 0.8144 -0.1405
C 0.1959 0.7598 0.7762
Br 4.0438 1.5238 1.4678
Br 2.7086 -3.1079 0.3807
H -0.1563 -0.2474 0.9114
H -0.7607 1.2765 0.4529
Br 3.7431 -0.0951 -1.7838
H 0.5933 1.0828 1.7814
```

Which charges does Löwdin predict for the atoms? In e, they are: atom 1 (Si): -0.34, atom 2 (O): -0.36, atom 3 (C): -0.09, atom 4 (Br): 0.46, atom 5 (Br): -0.40, atom 6 (H): 0.07, atom 7 (H): 0.11, atom 8 (Br): 0.45, atom 9 (H): 0.10

***

Relative stability in hartree, measured from the most stable structure: (1) 0.0466; (2) 0.0000

***

(1)
Entry from OMol25: a 2-piece molecular cluster, C4H12N3S overall (the ωB97M-V functional and the def2-TZVPD basis).

As for the charge: +1. As for the HOMO-LUMO gap: 8.369 eV. The value obtained for the LUMO energy is -4.06 eV.

XYZ file:
```
20
C4H12N3S, DFT the ωB97M-V functional and the def2-TZVPD basis
H -2.5105 0.8079 1.6016
N -0.3774 0.1554 -1.1886
C -2.5173 1.4030 0.6675
H -2.8072 1.0256 -1.3305
H -3.4527 -0.3701 -0.3731
H 1.4035 -2.1608 0.2719
H -3.2658 2.1358 0.5435
H -1.7074 -2.6376 -1.0606
N 1.8556 -1.2398 -0.0716
S -1.4266 -2.0476 0.0485
H 2.8262 0.6694 -0.8951
C 3.3196 0.5074 0.0627
C -2.6195 0.4391 -0.5555
H 2.8446 1.3014 0.6945
H -1.5948 1.9256 0.6812
H 3.0904 -1.1428 1.5512
H 1.2386 -0.7786 -0.8207
H 4.3187 0.9102 0.2358
C 2.7352 -0.6652 0.6161
N -1.3532 -0.2384 -0.6789
```

Which charges does Löwdin predict for the atoms? In e, they are: atom 1 (H): 0.09, atom 2 (N): 0.11, atom 3 (C): -0.05, atom 4 (H): 0.07, atom 5 (H): 0.14, atom 6 (H): 0.14, atom 7 (H): 0.07, atom 8 (H): -0.20, atom 9 (N): 0.16, atom 10 (S): 0.70, atom 11 (H): 0.10, atom 12 (C): -0.03, atom 13 (C): -0.24, atom 14 (H): 0.13, atom 15 (H): 0.06, atom 16 (H): 0.17, atom 17 (H): 0.09, atom 18 (H): 0.12, atom 19 (C): -0.15, atom 20 (N): -0.50

***

(2)
Entry from OMol25: a 2-piece molecular cluster, C4H12N3S overall (the ωB97M-V functional and the def2-TZVPD basis).

As for the charge: +1. As for the HOMO-LUMO gap (alpha / beta): 7.984 / 7.987 eV. The value obtained for the LUMO energy (alpha / beta) is -4.84 / -4.84 eV.

XYZ file:
```
20
C4H12N3S, DFT the ωB97M-V functional and the def2-TZVPD basis
C 1.1436 1.7781 0.2086
C 1.2833 -1.1521 -0.5012
H 0.9241 3.4315 -1.0962
H 2.1206 -1.1006 0.0993
H 1.3440 -0.6925 -1.4181
H 0.0794 -2.6617 -1.2475
H -2.3158 -1.3237 -1.0488
H 1.6534 1.6710 1.1531
S -2.9291 0.0420 0.7535
H 1.1504 -3.1493 -0.1374
C 0.0661 -0.4235 0.1474
N 0.6135 3.0518 -0.2415
C -2.2585 -1.3710 0.0139
H -2.3528 -2.1939 0.6930
N 0.0535 0.7977 0.3856
N 1.0915 -2.5360 -0.8365
H 1.8790 1.4620 -0.5065
H 0.3413 3.6063 0.5511
H -0.8193 1.0607 0.8918
H -3.0681 -0.2966 2.1365
```

Which charges does Löwdin predict for the atoms? In e, they are: atom 1 (C): -0.20, atom 2 (C): -0.23, atom 3 (H): 0.07, atom 4 (H): 0.11, atom 5 (H): 0.10, atom 6 (H): 0.13, atom 7 (H): 0.03, atom 8 (H): 0.13, atom 9 (S): 0.78, atom 10 (H): 0.01, atom 11 (C): -0.01, atom 12 (N): 0.07, atom 13 (C): -0.30, atom 14 (H): 0.03, atom 15 (N): 0.00, atom 16 (N): 0.02, atom 17 (H): 0.12, atom 18 (H): 0.09, atom 19 (H): 0.08, atom 20 (H): -0.02

***

Relative stability in hartree, measured from the most stable structure: (1) 0.0000; (2) 0.0282

***

(1)
Entry from OMol25: one molecule with the formula C3H4Br2S (the ωB97M-V functional and the def2-TZVPD basis).

As for the charge: 0. As for the HOMO-LUMO gap: 9.899 eV. The value obtained for the LUMO energy is 0.57 eV.

XYZ file:
```
10
C3H4Br2S, DFT the ωB97M-V functional and the def2-TZVPD basis
H -0.5176 -1.1164 1.2727
H -0.6361 1.0692 2.4187
S 0.7133 0.9022 2.0445
C 0.1441 0.1212 -1.8457
Br -2.0313 0.9391 -0.0433
C -0.4567 0.1745 -0.6704
H -0.3016 0.6599 -2.5647
C 0.3532 -0.5121 0.8691
Br 1.6938 -1.7127 0.5239
H 1.0389 -0.5249 -2.0049
```

Which charges does Löwdin predict for the atoms? In e, they are: atom 1 (H): 0.02, atom 2 (H): -0.13, atom 3 (S): 0.59, atom 4 (C): -0.06, atom 5 (Br): 0.74, atom 6 (C): -0.77, atom 7 (H): 0.01, atom 8 (C): -1.18, atom 9 (Br): 0.71, atom 10 (H): 0.06

***

(2)
Entry from OMol25: C3H4Br2S as an isolated structure (the ωB97M-V functional and the def2-TZVPD basis).

As for the charge: 0. As for the HOMO-LUMO gap: 8.212 eV. The value obtained for the LUMO energy is -1.21 eV.

XYZ file:
```
10
C3H4Br2S, DFT the ωB97M-V functional and the def2-TZVPD basis
Br 2.4964 -1.4067 -0.9031
C -0.8226 -0.1826 -0.5358
S 1.2710 -0.3952 1.7923
H -0.4598 -1.2062 -0.5175
Br 1.8651 1.6631 -0.4908
H -1.9914 1.3256 0.4474
C -1.7377 0.3474 0.2837
H -0.3535 0.2256 -1.5060
H -2.0584 -0.3097 1.1576
C 1.7909 -0.0613 0.2722
```

Which charges does Löwdin predict for the atoms? In e, they are: atom 1 (Br): 0.61, atom 2 (C): -0.21, atom 3 (S): 0.61, atom 4 (H): 0.02, atom 5 (Br): 0.66, atom 6 (H): 0.01, atom 7 (C): -0.08, atom 8 (H): 0.06, atom 9 (H): 0.08, atom 10 (C): -1.76

***

Relative stability in hartree, measured from the most stable structure: (1) 0.0000; (2) 0.0073